(1)
The following is a DFT calculation (the ωB97M-V functional and the def2-TZVPD basis) of an isolated molecule of C14H20N2O3.

Structure (ORCA input):
```
! wB97M-V def2-TZVPD RIJCOSX def2/J DEFGRID3
* xyz 0 1
C 2.9991 0.2846 1.7027
C 3.7417 -0.9192 1.1311
C 2.8317 -2.1073 0.8021
H 2.0605 -2.2022 1.5713
C 2.1699 -2.0244 -0.5752
N 1.2453 -0.9231 -0.7013
C 1.5226 0.1453 -1.4884
O 2.4783 0.2160 -2.2331
N 0.6506 1.2162 -1.3864
C -0.5854 1.3231 -0.7505
C -1.4809 0.2593 -0.7281
C -2.7081 0.3860 -0.0862
C -3.0544 1.5923 0.5147
C -2.1756 2.6571 0.4657
C -0.9397 2.5464 -0.1545
C 0.0069 3.7065 -0.1918
H -0.3561 4.5148 0.4370
H 0.1083 4.0878 -1.2089
H 0.9955 3.4093 0.1565
H -2.4488 3.5954 0.9257
H -4.0114 1.6761 1.0049
C -3.6754 -0.7338 -0.0370
O -4.7842 -0.6589 0.4333
O -3.1834 -1.8654 -0.5706
C -4.0614 -2.9800 -0.5678
H -4.3454 -3.2372 0.4549
H -3.5163 -3.7982 -1.0314
H -4.9666 -2.7516 -1.1343
H -1.2424 -0.6607 -1.2372
H 0.9884 2.0391 -1.8652
H 0.5377 -0.8356 0.0109
H 1.6317 -2.9591 -0.7730
H 2.9262 -1.8829 -1.3504
H 3.4249 -3.0238 0.8161
H 4.2766 -0.6184 0.2288
H 4.4834 -1.2430 1.8649
H 2.3325 0.7253 0.9670
H 2.4129 -0.0035 2.5738
H 3.7109 1.0479 2.0098
*
```

Its SMILES is CCCCNC(=O)Nc1cc(C(=O)OC)ccc1C. The value obtained for the energy above the lowest of the compared OMol25 structures with the same formula, charge and spin is 8.83 kcal per mole. For the HOMO-LUMO gap, the calculation gives 9.187 eV. For the highest occupied orbital energy, the calculation gives -8.72 eV.

(2)
The following is a DFT calculation (the ωB97M-V functional and the def2-TZVPD basis) of a structure of composition C14H20N2ORu in a non-equilibrium geometry.

Structure (ORCA input):
```
! wB97M-V def2-TZVPD RIJCOSX def2/J DEFGRID3
* xyz 2 5
C 2.1520 0.3621 2.2416
C 2.6817 -1.8267 0.7972
H 2.7554 0.8929 1.4526
H 2.8010 -0.4646 2.6529
H 1.5184 0.8920 2.9552
H 2.5398 -1.9129 -0.2866
H 3.7083 -1.4141 1.1035
H 2.5696 -2.7790 1.3785
C 0.7137 2.5446 0.3594
C 0.2019 3.7570 -0.1117
C -0.5999 3.7863 -1.2518
C -0.9160 2.5675 -1.8347
H 1.3641 2.5218 1.2300
H 0.4502 4.6812 0.3949
H -1.0008 4.6988 -1.6963
H -1.5683 2.4753 -2.7132
N 0.4300 1.3488 -0.1914
C -0.3985 1.3683 -1.2855
C -0.7910 0.0520 -1.7759
N -0.3555 -0.9812 -0.9993
C -0.7474 -2.2079 -1.3854
C -1.9479 -1.4145 -3.3254
C -1.4946 -2.4656 -2.5316
H -0.4353 -3.0038 -0.7305
H -1.7406 -3.4903 -2.7854
C -1.5769 -0.1317 -2.9401
H -1.9007 0.7475 -3.5053
H -2.5550 -1.5606 -4.2235
Ru 1.1706 -0.5530 0.7841
C 0.2558 -2.2832 1.4966
H 0.6750 -3.1986 1.0187
H -0.8437 -2.2968 1.3467
H 0.4515 -2.3524 2.5895
C -1.5625 0.3004 2.3505
O -0.2082 0.4376 2.1216
H -1.9494 1.3529 2.3690
H -1.7453 -0.1533 3.3650
H -2.1015 -0.2968 1.5660
*
```

As for the expectation value of S²: 6.07. The value obtained for the energy above the lowest of the compared OMol25 structures with the same formula, charge and spin is 55.82 kcal per mole. For the HOMO-LUMO gap (alpha / beta), the calculation gives 6.752 / 3.113 eV. For the highest occupied orbital energy (alpha / beta), the calculation gives -15.09 / -14.93 eV.

(3)
The following is a DFT calculation (the ωB97M-V functional and the def2-TZVPD basis) of an isolated molecule of C14H20N4O4.

Structure (ORCA input):
```
! wB97M-V def2-TZVPD RIJCOSX def2/J DEFGRID3
* xyz 0 1
N -0.5126 0.0038 -3.4170
C 0.0483 -0.9753 -2.6878
N 1.3515 -0.9854 -2.4568
C 2.3371 -0.0400 -2.9291
C 2.7439 1.0511 -1.9191
C 2.7010 0.5884 -0.4588
H 2.9321 -0.4741 -0.3893
H 3.4726 1.1207 0.1019
C 1.3514 0.8461 0.2430
N 1.0980 -0.1388 1.2869
C 0.7517 -1.4087 0.9600
O 1.2063 -2.0481 0.0235
O -0.0075 -2.1041 1.8306
C -0.5854 -1.5124 2.9876
C -1.5286 -0.3748 2.6775
C -1.4392 0.8342 3.3570
C -2.2918 1.8772 3.0390
C -3.2316 1.7215 2.0350
C -3.3275 0.5169 1.3592
C -2.4830 -0.5288 1.6804
H -2.5404 -1.4654 1.1484
H -4.0569 0.3953 0.5730
H -3.8853 2.5412 1.7769
H -2.2126 2.8150 3.5690
H -0.7009 0.9605 4.1388
H -1.1346 -2.3408 3.4486
H 0.2022 -1.1940 3.6845
H 0.5501 0.2547 2.0384
H 1.3861 1.8281 0.7247
C 0.0928 0.8669 -0.7060
O -0.7285 -0.0441 -0.5338
O 0.0375 1.7742 -1.5547
H 1.6281 -1.5671 -1.6625
H 3.7578 1.3645 -2.1709
H 2.0880 1.9142 -2.0254
H 3.2205 -0.6377 -3.1773
H 1.9628 0.4218 -3.8441
N -0.6391 -2.0873 -2.3497
H -1.6303 -1.9663 -2.2049
H -0.1934 -2.6457 -1.6304
H -0.2817 0.9412 -3.0132
H -1.5090 -0.0985 -3.5530
*
```

The value obtained for the energy above the lowest of the compared OMol25 structures with the same formula, charge and spin is 5.11 kcal per mole. For the HOMO-LUMO gap, the calculation gives 9.462 eV. For the highest occupied orbital energy, the calculation gives -8.65 eV.